Entry from OMol25: one molecule with the formula C3H3NO3 at a distorted geometry (ωB97M-V/def2-TZVPD).

Atoms and positions in Å:
C -1.149 -0.207 0.174
C 0.007 -1.209 0.173
C 1.119 -0.097 0.104
H -0.018 -1.851 -0.951
H 0.528 -1.771 1.071
H -1.267 1.670 -0.233
N -0.575 0.998 0.321
O -2.348 -0.320 -0.272
O 2.293 -0.317 -0.185
O 0.670 1.142 -0.148

Summary:
- frontier orbital gap (Ha) = 0.369
- SMILES = O=C1CC(=O)ON1
- M (g mol⁻¹) = 101.06
- E (eV) = -10788.3639
- energy relative to the best compared isomer or geometry (same formula, charge and spin) (kcal per mole) = 100.0
- strongest force on any atom (eV Å⁻¹) = 8.485

Here is what Löwdin gives for the atomic charges, in e: number 1, C, carries -0.4383; number 2, C, carries 0.0396; number 3, C, carries -0.4557; number 4, H, carries 0.2280; number 5, H, carries 0.1694; number 6, H, carries 0.2289; number 7, N, carries 0.0240; number 8, O, carries 0.0209; number 9, O, carries 0.1022; number 10, O, carries 0.0810